DFT (ωB97M-V with the def2-TZVPD basis set) results for a structure of composition C67H162AsF6N8O6 at a distorted geometry.

Structure (ORCA input):
```
! wB97M-V def2-TZVPD RIJCOSX def2/J DEFGRID3
* xyz 7 1
C 5.702 1.190 0.741
C 4.543 1.804 1.540
N 4.054 3.216 1.068
C 2.745 3.479 1.919
C 5.115 4.291 1.271
C 5.584 4.531 2.669
C 3.684 3.011 -0.470
C 2.717 4.017 -1.134
O 3.086 5.388 -0.977
C 2.026 6.332 -0.994
H 6.044 0.240 1.151
H 6.565 1.848 0.630
H 5.328 1.063 -0.275
H 4.697 1.844 2.618
H 3.776 1.034 1.465
H 2.054 2.640 1.832
H 2.357 4.419 1.527
H 3.034 3.534 2.968
H 4.614 5.180 0.887
H 5.904 4.218 0.523
H 6.257 3.773 3.068
H 4.773 4.700 3.378
H 6.159 5.456 2.717
H 3.139 2.072 -0.564
H 4.570 2.907 -1.096
H 1.735 3.824 -0.701
H 2.744 3.739 -2.187
H 1.586 6.362 0.003
H 1.260 6.003 -1.696
H 2.397 7.300 -1.331
C -6.216 -4.459 -1.049
C -4.832 -3.697 -1.284
N -5.109 -2.167 -1.804
C -5.720 -2.155 -3.198
C -6.159 -1.499 -0.823
C -5.504 -1.285 0.529
C -3.739 -1.453 -1.885
C -2.891 -1.603 -3.165
O -3.502 -1.276 -4.470
C -2.734 -1.469 -5.627
H -6.968 -4.429 -1.838
H -6.760 -4.295 -0.118
H -6.079 -5.540 -1.031
H -4.267 -4.209 -2.063
H -4.178 -3.697 -0.412
H -5.597 -1.124 -3.530
H -6.788 -2.369 -3.246
H -5.168 -2.856 -3.823
H -7.103 -2.043 -0.785
H -6.287 -0.540 -1.327
H -6.127 -0.846 1.308
H -4.674 -0.580 0.480
H -5.053 -2.169 0.981
H -3.034 -1.652 -1.077
H -4.022 -0.417 -1.699
H -2.493 -2.616 -3.224
H -2.007 -0.971 -3.080
H -2.112 -2.355 -5.754
H -2.033 -0.636 -5.595
H -3.377 -1.179 -6.458
C 3.357 -4.916 -1.594
C 2.250 -5.752 -0.972
N 0.945 -4.963 -0.730
C 1.012 -4.031 0.519
C 0.625 -4.096 -2.014
C 0.509 -4.809 -3.321
C -0.279 -5.961 -0.392
C -0.064 -7.018 0.622
O 0.088 -6.578 1.969
C 0.782 -7.474 2.892
H 3.262 -4.615 -2.638
H 4.236 -5.557 -1.525
H 3.506 -4.020 -0.992
H 2.617 -6.156 -0.028
H 2.042 -6.620 -1.599
H 1.847 -3.333 0.460
H 1.116 -4.491 1.502
H 0.024 -3.573 0.565
H 1.414 -3.344 -2.030
H -0.328 -3.621 -1.783
H 0.619 -4.059 -4.104
H -0.489 -5.221 -3.471
H 1.301 -5.514 -3.570
H -0.685 -6.306 -1.343
H -1.038 -5.227 -0.125
H 0.747 -7.674 0.305
H -0.958 -7.626 0.760
H -0.071 -7.947 3.379
H 1.342 -6.923 3.648
H 1.442 -8.245 2.497
C 3.694 -1.062 -1.942
C 3.529 0.128 -2.950
N 3.594 -0.280 -4.495
C 4.972 -0.857 -4.848
C 2.502 -1.366 -4.820
C 2.666 -2.116 -6.180
C 3.354 0.937 -5.440
C 3.996 2.293 -5.020
O 5.450 2.201 -4.668
C 5.947 3.446 -4.336
H 2.787 -1.667 -1.924
H 3.708 -0.633 -0.940
H 4.557 -1.717 -2.059
H 4.265 0.925 -2.841
H 2.498 0.450 -2.803
H 5.113 -0.910 -5.928
H 5.081 -1.858 -4.431
H 5.768 -0.267 -4.395
H 1.514 -0.906 -4.809
H 2.607 -2.076 -4.000
H 3.601 -2.674 -6.230
H 2.528 -1.522 -7.084
H 1.799 -2.772 -6.262
H 2.272 1.011 -5.555
H 3.641 0.617 -6.442
H 3.472 2.742 -4.176
H 3.961 2.977 -5.867
H 5.477 4.022 -3.539
H 6.000 3.996 -5.276
H 6.947 3.287 -3.934
C -5.099 3.825 4.228
C -4.317 4.544 3.077
N -3.001 3.741 2.561
C -3.603 2.598 1.708
C -2.278 4.730 1.650
C -1.024 4.183 0.927
C -2.094 3.203 3.677
C -1.234 4.262 4.353
O -1.965 5.285 4.996
C -1.152 6.005 5.888
H -4.730 3.911 5.250
H -5.311 2.781 3.999
H -6.152 4.096 4.310
H -3.894 5.460 3.489
H -4.930 4.816 2.218
H -2.815 1.849 1.626
H -3.803 2.913 0.684
H -4.470 2.202 2.237
H -2.036 5.652 2.180
H -2.964 4.991 0.844
H -1.275 3.369 0.246
H -0.141 3.895 1.498
H -0.578 4.976 0.329
H -1.454 2.434 3.244
H -2.845 2.856 4.387
H -0.444 4.610 3.687
H -0.683 3.713 5.116
H -1.723 6.731 6.468
H -0.505 6.655 5.300
H -0.689 5.346 6.623
C -4.195 -6.569 4.921
N -3.295 -5.686 4.074
C -1.923 -5.622 4.786
C -3.170 -6.486 2.705
C -4.073 -4.340 3.767
C -3.157 -3.101 3.344
O -2.582 -3.344 2.071
H -4.081 -6.210 5.944
H -3.876 -7.605 4.805
H -5.259 -6.475 4.701
H -1.359 -5.103 4.010
H -1.547 -6.635 4.935
H -2.089 -4.964 5.638
H -2.569 -7.380 2.872
H -2.620 -5.852 2.009
H -4.162 -6.739 2.331
H -4.583 -4.030 4.679
H -4.924 -4.653 3.161
H -2.404 -2.934 4.114
H -3.752 -2.190 3.280
H -2.069 -2.551 1.899
C -5.609 5.564 -3.395
C -4.162 6.231 -3.279
C -3.011 5.583 -4.153
C -2.616 4.172 -3.750
N -1.871 3.316 -4.791
C -1.418 1.945 -4.175
C -0.258 2.296 -3.361
C 0.410 3.476 -3.998
C -0.472 3.933 -5.087
C -2.651 3.150 -6.135
C -4.032 2.429 -5.951
C -4.463 2.031 -7.339
H -6.040 5.538 -4.396
H -6.253 6.235 -2.826
H -5.655 4.566 -2.961
H -3.846 6.326 -2.240
H -4.194 7.222 -3.730
H -2.249 6.360 -4.098
H -3.388 5.493 -5.172
H -3.443 3.580 -3.359
H -1.929 4.193 -2.904
H -1.094 1.424 -5.076
H -2.237 1.375 -3.736
H 0.311 1.367 -3.344
H -0.433 2.308 -2.286
H 1.384 3.326 -4.464
H 0.776 4.192 -3.262
H -0.115 3.555 -6.045
H -0.556 5.017 -5.161
H -2.003 2.646 -6.852
H -2.755 4.133 -6.596
H -4.720 3.137 -5.489
H -3.902 1.554 -5.314
H -5.480 1.646 -7.270
H -3.839 1.271 -7.810
H -4.357 2.924 -7.954
C 7.374 -1.701 2.955
C 6.260 -2.329 3.876
C 5.198 -1.334 4.306
C 4.212 -1.929 5.303
N 2.795 -1.243 5.321
C 2.142 -1.356 3.878
C 0.734 -1.993 4.077
C 0.492 -2.247 5.555
C 1.852 -2.059 6.203
C 2.991 0.213 5.763
C 1.635 0.931 5.976
C 1.691 2.318 6.578
H 8.239 -2.364 2.955
H 7.667 -0.765 3.431
H 6.978 -1.571 1.949
H 6.722 -2.706 4.789
H 5.725 -3.103 3.327
H 4.669 -1.089 3.385
H 5.513 -0.339 4.618
H 4.676 -1.749 6.273
H 3.998 -2.980 5.108
H 2.307 -0.416 3.351
H 2.762 -2.007 3.263
H -0.052 -1.297 3.784
H 0.674 -2.873 3.436
H -0.257 -1.649 6.074
H 0.134 -3.274 5.626
H 1.741 -1.574 7.173
H 2.379 -3.012 6.241
H 3.704 0.568 5.019
H 3.467 0.115 6.739
H 0.923 0.314 6.523
H 1.095 1.107 5.046
H 0.712 2.792 6.641
H 2.312 3.025 6.028
H 1.971 2.243 7.629
As -0.088 -0.005 0.493
F -1.074 -1.410 1.127
F 0.349 -0.842 -1.012
F 0.938 1.456 0.008
F -0.516 0.844 2.050
F 1.367 -0.652 1.232
F -1.529 0.758 -0.354
*
```

## Properties
E_LUMO = -13.88 eV
DFT total energy = -173376.6300 eV
E_HOMO = -0.8052 Ha
Orbital gap = 8.0 eV

Atomic partial charges in e from the Mulliken method, atoms 1 to 6: C -0.3466; C -0.0070; N 1.1618; C -1.0113; C -0.2930; C -1.2345